Entry 1:
Below is a cluster of 9 separate species, C29H67Cl8N3O11P2 in total at a distorted geometry, with properties calculated with the ωB97M-V functional and the def2-TZVPD basis.

The geometry in XYZ format:
```
120
Properties=species:S:1:pos:R:3:lowdin_charge:R:1
C -3.078 2.691 -3.497 -0.10
H -2.881 -0.159 -4.409 0.05
Cl -3.437 -5.475 0.848 0.55
H 1.816 0.534 6.123 0.08
C 3.474 -0.507 0.546 -0.07
C 6.110 1.491 -4.431 -0.20
H -5.665 2.500 -4.231 0.09
H -2.505 1.830 -3.151 0.05
O 5.205 3.954 -6.411 -0.23
C -0.776 1.958 4.810 -0.28
H 2.918 -0.187 1.428 0.06
H -4.956 0.907 -4.416 0.02
O 5.146 2.572 -4.266 -0.22
C -3.585 -1.824 -3.174 -0.70
O 3.266 4.112 -4.686 -0.16
H -0.309 -6.905 5.233 0.07
C 2.892 1.700 -0.348 -0.06
H 4.523 -0.555 0.837 0.09
C -4.965 1.916 -4.828 -0.06
H -1.573 2.165 1.417 0.04
H 0.648 5.158 3.011 0.07
C -1.290 5.311 1.881 -0.71
H 3.305 3.176 -2.871 0.08
H -1.029 -5.421 1.398 0.04
H -2.609 -6.018 6.047 0.11
H -2.542 -1.964 7.467 0.12
H 0.665 3.985 -2.456 0.00
H 0.151 0.055 6.696 0.09
H 4.119 1.267 -9.125 0.08
H 7.068 2.011 -4.422 0.11
H -4.684 -2.066 9.043 0.07
N -3.642 2.489 -4.801 -0.20
H 1.953 5.282 -2.494 0.06
H -1.359 -5.415 -1.306 0.06
H -1.959 4.529 2.239 0.06
H -3.987 -1.855 6.581 0.10
Cl 1.089 5.690 0.723 0.54
H 3.046 -1.505 0.446 0.08
H 5.037 0.057 -3.305 0.05
O -2.893 -5.084 4.263 -0.20
C 5.960 0.604 -3.109 -0.04
O -1.061 -3.579 5.309 -0.18
C -1.183 -7.013 4.590 -0.05
C 0.782 0.841 6.282 -0.07
C 0.470 -2.650 3.556 -0.06
C -3.003 2.843 -5.966 -0.32
C 1.381 1.088 3.998 -0.06
O 2.698 -1.497 -1.956 0.00
H -2.003 -1.700 -4.575 0.07
O -3.265 2.543 -7.125 0.02
C -2.463 -6.222 4.987 -0.28
C 1.457 4.470 -3.025 -0.03
O 3.319 2.121 -6.118 -0.17
O -3.198 -3.770 6.428 -0.19
H -1.519 -3.713 -1.073 0.02
H 0.292 0.503 1.107 0.04
O -3.140 -2.449 4.197 -0.24
H -1.246 2.162 5.784 0.14
C 2.553 3.420 -3.622 -0.22
O -1.153 2.430 3.751 0.01
H -5.283 -3.465 8.041 0.08
H -5.316 1.875 -5.859 0.09
C -1.113 -4.613 -0.610 -0.62
H 4.083 2.931 -8.515 0.08
C -4.423 -2.883 8.369 -0.06
Cl -5.139 -1.141 -2.728 0.59
C 2.875 -0.295 -1.909 -0.30
N 3.183 0.265 -0.643 -0.16
H -3.722 3.031 -2.686 0.10
H 3.824 2.246 -0.201 0.08
Cl -3.974 -1.788 -5.818 0.58
H 6.822 -0.056 -3.204 0.07
H 0.903 1.693 6.951 0.09
H -1.095 -0.299 1.766 0.08
H 1.195 -2.914 2.786 0.08
H 2.400 1.965 0.588 0.06
H 1.623 2.051 3.548 0.09
H -0.213 -1.921 3.120 0.06
C -0.133 -3.885 4.243 -0.25
H 2.589 2.069 -8.786 0.08
H -2.507 1.272 0.469 0.08
H -3.269 -6.956 4.983 0.11
Cl 0.690 -4.493 -0.571 0.53
H -0.562 -4.577 3.518 0.08
H 2.698 0.417 -2.730 0.13
H 0.991 0.482 3.180 0.06
Cl -0.805 2.426 -0.769 0.57
C 3.621 1.290 -7.128 -0.36
H -0.824 -6.876 3.570 0.07
H -1.438 5.419 0.806 0.04
H -2.067 3.241 -5.545 0.12
P -2.655 -3.614 4.970 0.45
H 6.033 0.838 -5.300 0.10
C -1.440 1.435 0.618 -0.62
H -1.615 -3.909 1.395 0.05
H 0.675 -4.360 4.799 0.12
H 5.814 1.133 -2.168 0.07
H 2.250 0.531 4.348 0.09
H -2.298 3.447 -3.587 0.07
C -3.420 -2.551 7.198 -0.21
C 0.167 4.923 2.062 -0.64
H -3.958 -3.489 9.146 0.06
H 4.575 0.832 -6.871 0.10
H 1.018 4.890 -3.930 0.07
H 1.143 -2.184 4.276 0.07
C -0.707 0.150 0.852 -0.61
C -1.747 -4.831 0.829 -0.64
N 0.329 1.148 4.962 -0.19
H 2.086 2.500 -3.972 0.10
H 2.901 0.472 -7.103 0.13
P 4.303 3.248 -5.479 0.44
H -2.942 -1.748 -2.297 0.01
C -2.986 -1.243 -4.468 -0.65
H 2.345 2.170 -1.166 0.05
C 3.616 1.949 -8.440 -0.07
H -1.563 -8.034 4.592 0.07
H 0.284 3.844 1.961 0.03
H -3.628 -2.913 -3.200 0.07
Cl -1.782 6.863 2.568 0.56
Cl -0.793 -0.841 -0.661 0.60
```

The SMILES is CCOP(=O)(OCC)OCC.CCOP(=O)(OCC)OCC.CN(C)C=O.CN(C)C=O.CN(C)C=O.ClCCCl.ClCCCl.ClCCCl.ClCCCl. Its total energy is -6501.4016 Ha. Its HOMO-LUMO gap is 0.339 hartree.

Entry 2:
Below is a cluster of 14 separate species, H28O14 in total at a distorted geometry, with properties calculated with the ωB97M-V functional and the def2-TZVPD basis.

The geometry in XYZ format:
```
42
Properties=species:S:1:pos:R:3:lowdin_charge:R:1
O 0.412 -3.070 2.830 -0.15
H -2.590 -4.703 -0.403 -0.02
O -4.683 1.312 -1.495 0.03
H -2.978 0.103 0.743 0.09
H 0.426 -3.402 -0.100 0.05
H 2.131 -0.774 -0.990 -0.04
H 0.303 3.882 0.144 -0.13
O -1.700 -2.107 -1.954 -0.06
O -1.065 0.893 3.332 0.03
H 0.676 -2.190 2.323 0.04
H -4.716 0.741 -2.249 0.06
O 2.241 -1.696 -1.174 0.00
H 1.788 3.788 0.311 0.00
H 1.695 2.494 -3.555 -0.04
H 2.410 1.136 -3.396 0.06
H -0.004 2.123 -1.357 0.01
H -1.063 0.179 3.805 -0.07
O -2.321 0.767 0.364 -0.07
O 1.690 0.656 -0.009 -0.08
H 3.012 -1.811 -1.599 -0.03
H -0.256 -2.790 3.534 0.07
H 2.469 -0.707 2.059 0.08
H -2.297 -1.557 -1.501 -0.02
H 3.730 2.434 -0.892 0.13
O 3.578 2.680 0.158 -0.18
H -0.840 -1.542 -1.921 0.09
O -0.780 2.579 -1.729 -0.02
H 1.413 -0.268 3.194 0.13
H 0.874 1.162 -0.266 0.06
O -0.137 -4.221 0.141 -0.15
O 1.527 -0.763 2.302 -0.08
O 0.938 4.010 0.662 0.06
H -2.456 -3.438 0.194 0.03
H -1.362 0.976 2.427 0.02
H -0.152 -4.170 1.194 0.07
H -2.937 1.347 -0.113 0.01
H 4.270 2.163 0.754 0.11
O -3.008 -4.259 0.285 -0.07
H -0.454 3.437 -1.981 0.04
H 1.870 0.682 0.947 0.04
O 2.431 2.035 -3.794 -0.01
H -4.086 1.887 -1.226 -0.06
```

Its total energy is -1069.9750 Ha. Its HOMO-LUMO gap is 0.346 hartree.

Entry 3:
Below is a cluster of 2 separate species, C8H8N4O4 in total at a distorted geometry, with properties calculated with the ωB97M-V functional and the def2-TZVPD basis.

The geometry in XYZ format:
```
24
Properties=species:S:1:pos:R:3:lowdin_charge:R:1
C 1.526 -0.001 0.970 -0.37
C -2.720 0.084 -2.526 -0.01
H 1.243 -0.375 -1.151 0.12
H -1.371 0.218 0.477 0.14
N 1.901 -0.372 -0.332 0.10
C -1.733 -0.048 -1.570 -0.40
C 3.734 -0.739 1.669 -0.46
H 2.172 -0.083 2.933 0.15
N -1.959 0.515 -0.317 0.22
H -5.058 1.208 -0.562 0.18
N -4.035 1.218 -0.808 0.12
C -3.100 0.925 0.143 -0.57
C 4.069 -0.810 0.236 -0.01
H -4.850 0.763 -2.636 0.14
O -3.354 1.149 1.333 0.07
H 2.974 -1.188 -1.698 0.14
C -3.921 0.576 -2.049 -0.04
N 2.506 -0.168 1.998 0.21
O -0.555 -0.417 -1.939 -0.02
C 3.165 -0.772 -0.707 -0.08
H 5.088 -1.077 0.116 0.11
H -2.660 -0.507 -3.514 0.16
O 4.528 -1.131 2.488 0.08
O 0.314 0.075 1.274 0.02
```

The SMILES is O=c1cc[nH]c(=O)[nH]1.O=c1cc[nH]c(=O)[nH]1. Its total energy is -829.6718 Ha. Its HOMO-LUMO gap is 0.334 hartree.